{"formula": "C6H4N2O", "method": "the ωB97M-V functional and the def2-TZVPD basis", "e_tot_ev": -11307.6585, "e_above_lowest_kj_mol": 576.0, "smiles": "C1=C[C@@H]2O[C@@]23C=NN=C13", "largest_force_ha_per_bohr": 0.1359, "homo_lumo_gap_ev": 8.8, "e_lumo_ev": -0.98, "elements": ["C", "C", "C", "O", "C", "C", "N", "N", "C", "H", "H", "H", "H"], "xyz": [[-0.7593, -1.4603, 0.5650], [0.5683, -1.4108, 0.7009], [1.2078, -0.0965, 0.3863], [1.0066, 0.9383, 1.3115], [0.2320, 0.7729, 0.0317], [-0.3113, 1.6812, -1.0157], [-1.4448, 1.4809, -1.3809], [-1.9366, 0.3532, -0.9027], [-1.1098, 0.0539, 0.1158], [-1.1005, -2.5887, 0.4683], [1.1172, -2.3056, 1.0542], [2.3568, 0.0804, 0.1252], [0.1736, 2.5011, -1.4597]], "forces_ev_per_a": [[0.49, 0.31, -1.09], [0.84, -1.51, 0.80], [6.46, -2.53, 0.84], [-2.09, 1.19, -0.72], [-5.13, 2.95, 0.04], [6.30, 2.63, 0.80], [-3.61, 2.10, -3.66], [0.89, -3.51, 5.44], [-1.75, -5.18, -1.97], [-0.67, 3.01, 0.56], [-0.06, 0.75, -0.55], [-2.63, -1.32, -0.46], [0.94, 1.12, -0.03]], "nbo_charge": [-0.21, -0.22, 0.04, -0.42, 0.02, 0.08, -0.23, -0.21, 0.23, 0.27, 0.22, 0.23, 0.20]}